Computed, not measured: C24H54BInNO11 as an isolated structure, with the ωB97M-V functional and the def2-TZVPD basis.

Results
LUMO = 2.12 eV
total charge = -1
energy = -55627.672 eV
multiplicity = 1
maximum force = 0.0117 hartree/bohr

The geometry in XYZ format:
```
92
C24H54BInNO11 (the ωB97M-V functional and the def2-TZVPD basis)
C 6.70970 -0.67190 1.72290
O 6.47179 -0.91812 0.35569
C 5.53085 -0.05581 -0.25993
C 4.08096 -0.50310 -0.08594
C 3.20474 -0.24007 -1.32659
C 1.85995 0.40510 -0.98814
C 0.80783 -0.58248 -0.44267
In -0.50663 0.39981 1.07654
C -2.64499 -0.18932 0.90871
C -2.98642 -1.65756 1.09705
N -4.39613 -1.99911 0.71662
B -0.42258 2.70198 0.80953
O 0.17073 3.59708 1.68406
O -1.01244 3.31827 -0.28857
H 7.77317 -0.80351 1.92262
H 6.39431 0.32797 2.02303
H 6.17000 -1.39629 2.34081
H 5.65606 0.96368 0.12460
H 5.79084 -0.02539 -1.31810
H 4.12046 -1.57536 0.11454
H 3.62640 -0.04335 0.79214
H 3.75002 0.39692 -2.03230
H 3.02198 -1.19199 -1.82759
H 2.03100 1.22190 -0.27833
H 1.46144 0.87117 -1.89463
H 0.24655 -0.99973 -1.28069
H 1.33848 -1.42024 0.02059
H 0.20380 0.01385 2.69585
H -3.02966 0.13638 -0.06308
H -3.20729 0.37936 1.65912
H -2.85008 -1.93200 2.14515
H -2.34037 -2.29688 0.49325
H -4.37750 -2.01610 -0.29652
H -4.93396 -1.15616 0.90818
H 0.38587 3.12759 2.48811
H -1.34670 4.18616 -0.03291
O -5.01714 -1.01631 -2.10442
C -5.06788 -0.09621 -2.86770
O -4.87106 -0.33108 -4.18761
C -5.03121 0.68668 -5.17504
C -3.76780 1.50140 -5.36347
C -5.24566 1.31887 -2.37075
H -5.89189 1.31600 -4.94327
H -5.27031 0.14506 -6.08998
H -3.50061 2.04589 -4.45848
H -3.89903 2.22275 -6.17124
H -2.93319 0.84723 -5.61287
H -4.25993 1.72358 -2.13800
H -5.82203 1.27180 -1.44975
H -5.74898 1.98399 -3.06910
O 0.98512 3.71812 -5.55277
C 1.55024 4.08125 -4.55459
O 0.92979 3.96604 -3.37396
C 1.57989 4.24315 -2.12285
C 1.48561 5.70967 -1.76220
C 2.91726 4.73147 -4.61848
H 2.61070 3.88753 -2.13949
H 1.04538 3.65565 -1.38300
H 2.00021 6.34485 -2.48623
H 1.92472 5.87905 -0.77886
H 0.43961 6.01481 -1.73204
H 2.78240 5.80308 -4.76255
H 3.43936 4.32858 -5.48203
H 3.53022 4.56971 -3.73628
O -6.90836 -0.08532 0.94443
C -7.72396 -0.80569 1.44158
O -9.02032 -0.67820 1.05535
C -10.02189 -1.61892 1.43433
C -10.63330 -1.29360 2.78204
C -7.35112 -1.80485 2.51037
H -9.62835 -2.63536 1.40077
H -10.77742 -1.54510 0.65279
H -9.89413 -1.35439 3.58049
H -11.44201 -1.98972 3.00916
H -11.03620 -0.28079 2.77527
H -7.40421 -1.30979 3.48046
H -6.32301 -2.11017 2.32082
H -7.97584 -2.69468 2.53094
O 7.27637 -2.52836 5.80248
C 7.69167 -3.42994 5.13228
O 9.02863 -3.53526 4.95069
C 9.63409 -4.66845 4.32637
C 9.67793 -4.53360 2.81828
C 6.76806 -4.39622 4.42531
H 9.14186 -5.58982 4.64051
H 10.64485 -4.69455 4.73122
H 8.67760 -4.49614 2.38775
H 10.20818 -5.37924 2.37885
H 10.19425 -3.61540 2.53966
H 6.51302 -3.98016 3.45079
H 5.85846 -4.47848 5.01315
H 7.17923 -5.39313 4.28775
```

Here are the Löwdin charges for atoms 1 to 5, given in e: atom 1 (C): -0.1143, atom 2 (O): -0.1996, atom 3 (C): -0.2444, atom 4 (C): -0.1729, atom 5 (C): -0.2223


Computed, not measured: C9H10F3NO2Tb as an isolated structure in a non-equilibrium geometry, with the ωB97M-V functional and the def2-TZVPD basis.

Results
LUMO (spin up / spin down) = 2.94 / 2.96 eV
total charge = -1
energy = -45669.303 eV
multiplicity = 7
maximum force = 0.0514 hartree/bohr

The geometry in XYZ format:
```
26
C9H10F3NO2Tb (the ωB97M-V functional and the def2-TZVPD basis)
C -0.32752 1.14054 -2.50489
C 1.06184 1.32259 -2.30251
C 1.23743 2.19500 -1.19888
C -0.05113 2.55414 -0.72079
C -1.01684 1.89084 -1.52108
Tb 0.25444 0.03620 -0.05260
N -1.29999 -1.31064 -0.54353
C -0.29277 -2.29174 -0.97421
C 1.11188 -1.79445 -1.18007
H 2.20176 2.49778 -0.76781
H 1.85629 0.86782 -2.90843
H -0.27029 3.19457 0.14378
H -2.10749 1.98586 -1.44510
H -0.79110 0.57548 -3.32241
H 1.46663 -1.75509 -2.20458
H -0.21222 -3.14279 -0.25345
H -2.23603 -1.71020 -0.47749
H 1.86654 -2.10137 -0.44317
H -0.62476 -2.71175 -1.95120
F 0.10602 -1.10070 4.97693
C -0.39457 -0.16752 4.14699
F -1.75733 -0.14846 4.22278
F 0.08235 1.06799 4.48456
C -0.01629 -0.37846 2.64770
O 0.68740 -1.29854 2.15619
O -0.53425 0.58289 1.99325
```

Here are the Löwdin charges for atoms 1 to 5, given in e: atom 1 (C): -0.2113, atom 2 (C): -0.2369, atom 3 (C): -0.2693, atom 4 (C): -0.2681, atom 5 (C): -0.2330


Computed, not measured: one molecule with the formula C6H9N3O in a non-equilibrium geometry, with the ωB97M-V functional and the def2-TZVPD basis.

Results
LUMO = 0.66 eV
SMILES = CC(=O)Nc1nccn1C
energy = -12883.666 eV
ΔE to the lowest compared entry with this formula, charge and spin = 52.5 kcal/mol
multiplicity = 1
maximum force = 0.1448 hartree/bohr

The geometry in XYZ format:
```
19
C6H9N3O (the ωB97M-V functional and the def2-TZVPD basis)
C -0.03818 0.71884 3.01242
C -0.27682 0.05566 1.74438
O -0.60770 -1.08339 1.65387
N -0.15031 0.90723 0.65858
C -0.45156 0.57724 -0.62900
N -1.20002 1.33689 -1.45391
C -1.09444 0.69657 -2.67020
C -0.31225 -0.47445 -2.58303
N 0.10421 -0.46996 -1.28912
C 1.06053 -1.41175 -0.75386
H -0.82538 1.19813 3.44820
H 1.06302 1.29808 2.89999
H 0.16262 -0.10330 3.92292
H 0.12820 1.92541 0.94082
H -1.57021 1.39345 -3.53378
H 0.08543 -1.22150 -3.50345
H 1.77610 -1.06056 -0.15387
H 1.43799 -1.95836 -1.56630
H 0.70876 -2.32423 -0.14465
```

Here are the natural (NBO) charges for atoms 1 to 5, given in e: atom 1 (C): -0.7056, atom 2 (C): 0.6580, atom 3 (O): -0.5841, atom 4 (N): -0.6459, atom 5 (C): 0.4612